[1]
One molecule with the formula C4H6N2O2 in a non-equilibrium geometry. Source: OMol25; level of theory: wB97M-V/def2-TZVPD.

The geometry in ORCA input format:
```
! RIJCOSX wB97M-V def2-TZVPD def2/J DEFGRID3
* xyz 0 1
H -0.575 1.913 1.731
N -0.243 2.009 0.759
C -0.499 0.934 0.120
C -1.382 -0.441 0.915
O -1.368 -0.459 2.126
C 0.009 0.520 -1.212
C 0.459 -0.774 -0.583
N 1.773 -0.950 -0.309
O -0.374 -1.687 -0.212
H -2.261 -0.614 0.283
H 0.817 1.145 -1.603
H -0.791 0.324 -1.928
H 2.415 -0.171 -0.346
H 2.021 -1.749 0.259
*
```

Computed properties:
ΔE to the lowest compared entry with this formula, charge and spin = 2.8035 eV
orbital gap = 9.075 eV
SMILES = [H]/N=C(\C=O)CC(N)=O

Results of the Löwdin charge analysis, in e, for atoms 1 through 2: 0.06, 0.14

[2]
C4H6N2O2 as an isolated structure in a non-equilibrium geometry. Source: OMol25; level of theory: wB97M-V/def2-TZVPD.

The geometry in ORCA input format:
```
! RIJCOSX wB97M-V def2-TZVPD def2/J DEFGRID3
* xyz 0 3
C -0.688 -2.352 -0.712
C -1.066 -1.181 -0.034
C 1.013 -1.091 -0.625
C 0.308 1.292 0.780
N 0.584 -2.271 -1.092
N 0.052 -0.453 0.074
O 0.540 2.057 -0.348
O 1.372 1.338 1.533
H -1.143 -3.300 -0.983
H -2.078 -0.988 0.219
H 1.957 -0.595 -0.405
H -0.577 1.497 1.358
H -0.043 1.920 -1.195
H 2.271 1.213 1.069
*
```

Computed properties:
expectation value of S² = 2.011
ΔE to the lowest compared entry with this formula, charge and spin = 3.1635 eV
orbital gap (alpha / beta) = 4.294 / 8.214 eV

Results of the Löwdin charge analysis, in e, for atoms 1 through 2: -0.13, -0.11

[3]
One molecule with the formula C4H6N2O2S2 in a non-equilibrium geometry. Source: OMol25; level of theory: wB97M-V/def2-TZVPD.

The geometry in ORCA input format:
```
! RIJCOSX wB97M-V def2-TZVPD def2/J DEFGRID3
* xyz 0 3
C 0.306 -1.905 1.492
C -0.373 -0.588 1.397
C 1.323 -1.901 0.642
C -0.057 0.168 0.378
N 1.542 -0.995 -1.749
N -1.929 1.781 -1.069
O -0.939 2.632 1.077
O 0.430 2.417 -1.020
S 1.508 -0.434 -0.350
S -0.599 1.895 -0.105
H 0.145 -2.671 2.247
H -1.099 -0.387 2.139
H 2.003 -2.589 0.065
H 2.126 -0.378 -2.436
H -1.700 1.775 -2.027
H -2.688 1.180 -0.680
*
```

Computed properties:
expectation value of S² = 2.013
ΔE to the lowest compared entry with this formula, charge and spin = 3.4447 eV
orbital gap (alpha / beta) = 6.585 / 6.072 eV

Results of the Löwdin charge analysis, in e, for atoms 1 through 2: -0.15, -0.20

[4]
One molecule with the formula C4H6N2O3 in a non-equilibrium geometry. Source: OMol25; level of theory: wB97M-V/def2-TZVPD.

The geometry in ORCA input format:
```
! RIJCOSX wB97M-V def2-TZVPD def2/J DEFGRID3
* xyz 0 1
C 0.421 -0.041 -2.281
C -0.051 -0.675 -1.045
C -0.225 -0.137 0.185
C -0.345 -1.041 1.581
N -0.195 -0.141 2.587
O -0.673 -2.192 1.539
N -0.175 1.333 0.269
O -0.716 1.911 -0.656
O 0.513 1.854 1.124
H 1.350 0.577 -2.197
H -0.395 0.662 -2.806
H 0.574 -0.772 -3.179
H -0.107 -1.730 -1.068
H 0.348 0.637 2.382
H -0.325 -0.247 3.565
*
```

Computed properties:
ΔE to the lowest compared entry with this formula, charge and spin = 4.9964 eV
orbital gap = 9.855 eV
SMILES = C/C=C(/C(N)=O)[N+](=O)[O-]

Results of the Löwdin charge analysis, in e, for atoms 1 through 2: -0.11, -0.07

[5]
An isolated ion of composition C4H6N2O3P and charge -1 in a non-equilibrium geometry. Source: OMol25; level of theory: wB97M-V/def2-TZVPD.

The geometry in ORCA input format:
```
! RIJCOSX wB97M-V def2-TZVPD def2/J DEFGRID3
* xyz -1 1
C -2.537 -0.593 -0.142
C -0.382 -1.008 0.436
C -1.827 0.614 -0.172
C 0.526 1.287 0.298
N -0.582 0.272 0.310
N -1.635 -1.555 0.213
O 3.773 0.584 -1.385
O 2.662 -1.237 -0.061
O 1.412 1.035 -0.693
P 2.992 0.404 -0.176
H -3.564 -0.956 -0.629
H 1.965 -1.454 0.484
H 0.917 1.306 1.429
H -1.964 1.674 -0.374
H -0.039 2.180 0.066
H -1.718 -2.553 0.398
*
```

Computed properties:
ΔE to the lowest compared entry with this formula, charge and spin = 3.2300 eV
orbital gap = 6.227 eV

Results of the Löwdin charge analysis, in e, for atoms 1 through 2: -0.15, -0.09

[6]
One molecule with the formula C4H6N2O3S2 in a non-equilibrium geometry. Source: OMol25; level of theory: wB97M-V/def2-TZVPD.

The geometry in ORCA input format:
```
! RIJCOSX wB97M-V def2-TZVPD def2/J DEFGRID3
* xyz 0 1
C 0.571 1.256 -1.271
C 0.966 2.450 -0.517
C 1.566 2.370 0.602
C -0.216 -0.638 0.671
N 0.668 3.615 -1.346
N -2.210 -2.952 0.468
O 0.224 -3.220 -0.088
O -0.595 -2.636 2.201
O 2.021 2.326 1.693
S 0.069 -0.352 -0.983
S -0.610 -2.298 0.630
H 0.468 1.440 -2.391
H 0.234 3.239 -2.197
H 1.550 4.123 -1.626
H -1.998 -3.894 0.103
H -2.450 -3.009 1.455
H -0.257 -1.819 2.597
*
```

Computed properties:
ΔE to the lowest compared entry with this formula, charge and spin = 5.5501 eV
orbital gap (alpha / beta) = 6.691 / 6.832 eV

Results of the Löwdin charge analysis, in e, for atoms 1 through 2: -0.39, -0.37

[7]
A 4-piece molecular cluster, C4H6N2O4 overall in a non-equilibrium geometry. Source: OMol25; level of theory: wB97M-V/def2-TZVPD.

The geometry in ORCA input format:
```
! RIJCOSX wB97M-V def2-TZVPD def2/J DEFGRID3
* xyz 0 1
N -2.546 -1.073 2.218
C -1.575 -1.129 1.242
C -1.462 -0.467 0.056
O -0.115 -0.500 -0.273
C 0.443 -1.319 0.598
O 1.418 -2.763 -0.443
C 2.680 -2.887 -0.614
O 3.532 -2.272 0.087
N -0.371 -1.774 1.495
H -2.221 -1.314 3.146
H -3.104 -0.229 2.229
H -2.158 -0.136 -0.705
H 3.000 -3.204 -1.620
O 1.946 -0.410 1.368
H 2.035 -0.784 2.252
H 3.067 -1.218 0.842
*
```

Computed properties:
ΔE to the lowest compared entry with this formula, charge and spin = 6.0092 eV
orbital gap (alpha / beta) = 7.281 / 7.280 eV

Results of the Löwdin charge analysis, in e, for atoms 1 through 2: 0.11, -0.38

[8]
A 2-piece molecular cluster, C4H6N2O5S overall in a non-equilibrium geometry. Source: OMol25; level of theory: wB97M-V/def2-TZVPD.

The geometry in ORCA input format:
```
! RIJCOSX wB97M-V def2-TZVPD def2/J DEFGRID3
* xyz 0 1
C -2.014 -1.415 -0.760
C -1.190 -1.571 0.371
C -2.472 -0.115 -0.747
C -1.858 0.486 0.336
N 2.685 0.873 -0.253
N -1.738 1.913 0.534
O -2.529 2.599 -0.113
O -0.840 2.344 1.227
O 1.445 -1.285 -0.457
O 3.638 -1.024 1.097
O -1.123 -0.407 1.030
S 2.799 -0.817 -0.465
H -2.518 -2.116 -1.291
H -0.610 -2.360 0.842
H 4.305 -0.275 1.043
H -3.175 0.260 -1.497
H 1.831 1.449 -0.086
H 3.365 1.461 -0.812
*
```

Computed properties:
ΔE to the lowest compared entry with this formula, charge and spin = 2.3503 eV
orbital gap = 8.924 eV

Results of the Löwdin charge analysis, in e, for atoms 1 through 2: -0.04, -0.07

[9]
One molecule with the formula C4H6N2O6 in a non-equilibrium geometry. Source: OMol25; level of theory: wB97M-V/def2-TZVPD.

The geometry in ORCA input format:
```
! RIJCOSX wB97M-V def2-TZVPD def2/J DEFGRID3
* xyz 0 1
O -2.835 2.067 -0.641
N -2.944 1.044 -0.021
O -3.858 0.632 0.679
C -1.791 0.033 -0.052
N -2.471 -1.282 -0.486
O -2.509 -2.217 0.260
O -2.924 -1.254 -1.599
C -1.261 0.049 1.373
O -0.055 -0.721 1.430
C 0.902 -0.165 0.504
C 0.415 -0.209 -0.891
O -0.874 0.434 -1.006
H -0.878 1.068 1.790
H -2.103 -0.314 1.895
H 1.786 -0.780 0.563
H 1.081 0.849 0.861
H 0.966 0.351 -1.686
H 0.565 -1.200 -1.260
*
```

Computed properties:
ΔE to the lowest compared entry with this formula, charge and spin = 1.8988 eV
orbital gap = 10.408 eV
SMILES = O=[N+]([O-])C1([N+](=O)[O-])COCCO1

Results of the Löwdin charge analysis, in e, for atoms 1 through 2: 0.16, -0.31